{
  "formula": "C26H30N6",
  "method": "ωB97M-V/def2-TZVPD",
  "species": ["C", "C", "C", "N", "C", "H", "H", "H", "H", "H", "C", "C", "C", "N", "C", "H", "H", "H", "H", "H", "C", "C", "C", "N", "C", "H", "H", "H", "H", "H", "C", "C", "C", "N", "C", "H", "H", "H", "H", "H", "C", "C", "C", "N", "C", "C", "H", "H", "H", "H", "H", "C", "C", "C", "N", "C", "C", "H", "H", "H", "H", "H"],
  "coordinates": [[-18.9273, -4.2876, -17.9022], [-19.8790, -5.0523, -18.5990], [-21.2038, -4.6600, -18.2955], [-21.0907, -3.6062, -17.4911], [-19.7623, -3.3893, -17.1952], [-17.8511, -4.2405, -17.8249], [-19.3958, -5.7856, -19.2276], [-22.2071, -4.8213, -18.6612], [-21.9108, -3.1002, -17.1886], [-19.4750, -2.5940, -16.5235], [-17.0475, -6.2047, -15.0428], [-17.5900, -7.1016, -14.1384], [-16.5524, -8.0129, -13.8135], [-15.4590, -7.7236, -14.5268], [-15.7853, -6.6789, -15.3737], [-17.5272, -5.3309, -15.4585], [-18.6107, -7.0287, -13.7932], [-16.4872, -8.9513, -13.2829], [-14.5820, -8.2201, -14.5931], [-15.0326, -6.3182, -16.0589], [-13.8428, -7.8986, -23.4568], [-13.0912, -6.7666, -23.8975], [-14.0184, -5.9288, -24.5050], [-15.2656, -6.4186, -24.2815], [-15.1704, -7.6408, -23.7424], [-13.5011, -8.8506, -23.0782], [-12.0142, -6.6953, -23.8609], [-13.9111, -5.0564, -25.1325], [-16.1392, -6.0467, -24.6257], [-16.0678, -8.1586, -23.4374], [-15.2773, -5.8688, -19.1329], [-14.3596, -4.7742, -19.2425], [-13.9155, -4.7880, -20.5293], [-14.5310, -5.7746, -21.2556], [-15.4564, -6.4025, -20.4138], [-15.6947, -6.2474, -18.2116], [-14.0966, -4.1109, -18.4318], [-13.2224, -4.1203, -21.0195], [-14.3300, -6.0836, -22.1959], [-16.0835, -7.1818, -20.8210], [-12.7035, -10.9813, -20.3389], [-12.9291, -9.9849, -19.3849], [-14.1808, -9.4702, -19.3035], [-15.1966, -9.7675, -20.1620], [-14.9590, -10.8232, -21.0255], [-13.7117, -11.4296, -21.1645], [-11.7038, -11.3512, -20.5125], [-12.1500, -9.6236, -18.7301], [-14.4609, -8.6907, -18.6105], [-15.7553, -11.0769, -21.7096], [-13.5675, -12.0928, -22.0046], [-12.9609, -2.2815, -24.2755], [-13.0816, -0.9137, -24.6640], [-13.8764, -0.0617, -23.8880], [-14.5580, -0.4077, -22.8315], [-14.6538, -1.7611, -22.6391], [-13.8618, -2.7155, -23.2953], [-12.1892, -2.8664, -24.7538], [-12.4410, -0.5965, -25.4735], [-13.9074, 0.9628, -24.2283], [-15.2421, -2.0448, -21.7789], [-13.8219, -3.7494, -22.9858]],
  "forces_ev_per_angstrom": [[-3.2, 2.4, 1.9], [0.3, -1.2, -0.7], [1.5, -0.8, -1.6], [1.1, 0.8, 1.2], [0.8, 0.5, 0.1], [-0.2, -0.5, -0.4], [-1.2, -0.6, -0.4], [0.4, -0.8, -0.3], [0.6, 0.1, 0.3], [-0.1, 0.0, 0.0], [1.2, -0.1, -1.4], [0.9, -1.3, 1.3], [-1.7, -0.6, 0.7], [-0.2, 1.4, -2.0], [0.8, 0.8, 0.4], [0.0, -0.2, -0.1], [0.2, -0.4, 0.3], [-0.6, 0.2, 0.5], [-0.5, -0.1, 0.2], [-0.1, 0.2, 0.1], [-0.5, -0.1, -0.4], [-0.8, -0.6, -0.9], [0.8, 0.7, 0.1], [-0.3, 0.2, -1.1], [0.1, -1.1, 1.4], [0.2, 0.3, 0.3], [-0.1, 0.3, -0.2], [0.2, 0.1, 0.4], [0.4, 0.2, 0.0], [0.1, -0.2, -0.1], [-0.4, -0.1, -1.1], [-0.4, -1.1, 0.2], [0.7, 0.5, -1.0], [-1.4, 0.1, 1.7], [1.4, 0.5, 0.4], [-0.4, 0.2, -0.2], [0.2, 0.0, -0.2], [0.1, -0.1, 0.2], [0.1, 0.3, 0.3], [0.2, -0.1, 0.4], [0.8, 0.2, -0.1], [0.7, -1.1, -0.3], [-2.3, 0.8, -1.1], [1.0, -2.4, -0.4], [0.2, 2.2, 1.0], [-0.8, 0.7, 0.1], [0.2, -0.1, 0.2], [0.1, -0.1, 0.0], [0.3, 0.1, 0.2], [-0.2, 0.0, 0.1], [0.2, -0.3, 0.2], [-1.1, 2.3, -0.1], [0.5, -2.1, 1.0], [1.2, 0.3, -1.8], [-1.2, -2.2, 0.2], [1.2, 0.9, 0.4], [0.6, 0.6, -0.2], [-0.2, -0.4, 0.1], [-0.2, 0.5, 0.0], [-0.1, 0.4, 0.4], [-0.2, -0.2, 0.0], [-0.4, 0.1, 0.1]],
  "nbo_charge": [-0.302, -0.312, -0.090, -0.495, -0.088, 0.239, 0.225, 0.209, 0.413, 0.200, -0.285, -0.315, -0.072, -0.500, -0.103, 0.228, 0.225, 0.203, 0.415, 0.203, -0.315, -0.319, -0.090, -0.506, -0.082, 0.235, 0.234, 0.222, 0.424, 0.220, -0.320, -0.314, -0.078, -0.540, -0.073, 0.220, 0.221, 0.204, 0.439, 0.223, -0.161, -0.267, 0.033, -0.416, 0.031, -0.278, 0.213, 0.224, 0.207, 0.192, 0.223, -0.177, -0.261, 0.031, -0.404, 0.026, -0.272, 0.216, 0.216, 0.186, 0.207, 0.226],
  "energy_ha": -1337.15512,
  "e_lumo_ha": 0.0245,
  "homo_energy_ha": -0.286,
  "e_above_lowest_ev": 3.173,
  "largest_force_ev_per_a": 4.422
}